<A>
The following is a quantum chemistry calculation of C3H4NP as an isolated structure, from the OMol25 dataset.

```
! RIJCOSX wB97M-V def2-TZVPD def2/J DEFGRID3
* xyz 0 1
C 0.236 0.341 1.185
C -0.813 -0.430 1.037
C 0.807 0.309 -0.978
N 0.990 0.812 0.160
P -0.527 -0.991 -1.175
H 0.669 0.778 2.167
H -1.327 -1.089 1.652
H 1.268 0.456 -1.904
H -1.304 -0.186 -2.144
*
```

Properties
HOMO level = -9.250 eV
Gap between HOMO and LUMO = 9.40 eV

<B>
The following is a quantum chemistry calculation of one molecule with the formula C3H4NP, from the OMol25 dataset.

```
! RIJCOSX wB97M-V def2-TZVPD def2/J DEFGRID3
* xyz 0 1
H -2.854 0.618 -1.350
P -2.042 -0.273 -0.422
C -0.701 0.539 -0.010
C 0.635 -0.316 0.786
C 1.679 -0.376 -0.152
N 2.332 -0.469 -1.084
H -0.358 1.433 -0.446
H 0.212 -1.331 0.945
H 1.097 0.174 1.734
*
```

Properties
SMILES string = [H]/P=C/CC#N
HOMO level = -10.265 eV
Gap between HOMO and LUMO = 10.09 eV

Stability ranking, top entry: <B>; the second entry is 53.7 kJ/mol less favorable.